1.
ORCA calculation (wB97M-V/def2-TZVPD) on C4H7N3 in the gas phase in a non-equilibrium geometry.

Kohn-Sham gap	8.570	eV
energy relative to the best compared isomer or geometry (same formula, charge and spin)	2.128	eV
SMILES	N/N=C1\C=CCN1
net charge	0
LUMO level	0.0369	Eh

Last column: Mulliken charge in e.
Element x y z (Å)
1 N 1.8331 -1.1593 -1.4207  -0.5290
2 N -1.1447 0.5576 -0.6030  -0.2189
3 N 0.6612 -0.4613 -1.7324  -0.5384
4 C 0.5090 -0.2972 0.7945  -0.2013
5 C -1.4903 0.8165 0.8548  -0.2414
6 C 0.0498 -0.0849 -0.6799  0.2561
7 C -0.3658 0.2765 1.5775  -0.4740
8 H 2.5088 -0.5558 -0.8977  0.1942
9 H -0.2940 0.2730 2.7451  0.2683
10 H -1.5330 1.9210 0.8339  0.2178
11 H 1.2800 -0.8842 1.1479  0.5215
12 H -2.4859 0.2525 1.0441  0.2372
13 H -1.8298 0.5851 -1.3280  0.2207
14 H 2.3017 -1.2395 -2.3360  0.2870

=====

2.
ORCA calculation (wB97M-V/def2-TZVPD) on a molecular structure, C4H7N3.

Kohn-Sham gap	10.414	eV
energy relative to the best compared isomer or geometry (same formula, charge and spin)	3.499	eV
net charge	0
LUMO level	0.0258	Eh

Last column: Mulliken charge in e.
Element x y z (Å)
1 N -0.7330 -0.6191 1.2048  -0.2330
2 N 0.5214 -1.0911 0.8821  -0.2967
3 N -0.9359 0.5645 0.6680  -0.4914
4 C 0.3597 2.2494 -0.6205  -1.0257
5 C 1.0935 -0.1391 0.1280  -0.2671
6 C -0.8436 -2.1739 0.1877  -0.4748
7 C 0.1957 0.9140 0.0305  0.7064
8 H -1.7129 -1.7838 -0.3368  0.2991
9 H -0.5994 2.5948 -1.0136  0.3147
10 H 0.7137 2.9975 0.0955  0.2397
11 H 2.0950 -0.2453 -0.2625  0.4098
12 H 1.0811 2.2045 -1.4411  0.3048
13 H -1.1055 -2.8596 0.9852  0.2455
14 H -0.1298 -2.6130 -0.5073  0.2686

=====

3.
ORCA calculation (wB97M-V/def2-TZVPD) on C4H7N3 in the gas phase in a non-equilibrium geometry.

Kohn-Sham gap	8.486	eV
energy relative to the best compared isomer or geometry (same formula, charge and spin)	2.713	eV
SMILES	N/N=C1/CC=CN1
net charge	0
LUMO level	0.0361	Eh

Last column: Mulliken charge in e.
Element x y z (Å)
1 N 0.1636 1.0250 -0.0008  -0.1252
2 N -1.5893 -0.6531 -0.1095  -0.3051
3 N -2.5091 0.3593 -0.0399  -0.5902
4 C 1.6044 0.9232 -0.0855  -0.3124
5 C 1.8874 -0.3388 0.0291  -0.5047
6 C 0.6876 -1.2543 -0.0548  -0.0820
7 C -0.4151 -0.2330 0.0538  0.0100
8 H 0.8245 -1.8110 0.8031  0.2967
9 H -3.4746 -0.1510 -0.3006  0.2790
10 H 0.6508 -1.7038 -1.0078  0.2572
11 H 2.1202 1.9958 -0.2573  0.2727
12 H -2.5165 0.7170 0.9173  0.2172
13 H -0.3018 1.9399 -0.2195  0.2726
14 H 2.8678 -0.8152 0.2725  0.3142

=====

4.
ORCA calculation (wB97M-V/def2-TZVPD) on C4H7N3 in the gas phase.

Kohn-Sham gap	9.861	eV
energy relative to the best compared isomer or geometry (same formula, charge and spin)	1.712	eV
SMILES	CNc1cc[nH]n1
net charge	0
LUMO level	0.0374	Eh

Last column: Mulliken charge in e.
Element x y z (Å)
1 N 1.0817 -0.6474 -0.6585  -0.7599
2 N 0.9002 -1.5284 0.3309  0.2372
3 N 0.0498 1.4557 -0.8886  -0.4440
4 C 0.5171 0.3999 1.2809  -0.4049
5 C 0.5569 -0.9536 1.5102  -0.4367
6 C 0.7751 0.5208 -0.1012  0.3364
7 C -1.2252 0.6818 -1.0072  -0.6471
8 H -2.0256 1.1924 -0.4699  0.2359
9 H -1.4764 0.5113 -2.0521  0.3327
10 H 0.4695 1.5587 -1.8093  0.2908
11 H 0.3062 -1.5460 2.3781  0.4241
12 H 0.2441 1.1971 1.9568  0.3984
13 H 0.9395 -2.5074 0.1048  0.2097
14 H -1.1128 -0.3347 -0.5749  0.2273